(a)
The following is a quantum chemistry calculation of a cluster of 4 separate species, C9H21BrN3O3 in total, from OMol25.

Values from the calculation:
**Highest occupied orbital energy**: -5.20 eV
**E_LUMO**: 2.726 eV
**Kohn-Sham gap**: 7.92 eV
**Total charge**: -1

Bonds (Å) are listed after each position.
CARTESIAN COORDINATES (ANGSTROEM)
1 Br 23.518 8.085 3.587  no bonds
2 C 21.347 15.243 4.664  C3 1.532, H7 0.998, H8 1.164, H9 1.210
3 C 22.180 14.057 4.166  C2 1.532, O4 1.271, N5 1.301
4 O 23.381 14.270 3.808  C3 1.271
5 N 21.647 12.874 4.071  C3 1.301, C6 1.478, H10 1.099
6 C 22.369 11.748 3.443  N5 1.478, H11 1.136, H12 1.057, H13 1.248
7 H 21.614 15.375 5.616  C2 0.998
8 H 20.334 14.876 4.223  C2 1.164
9 H 21.688 16.256 4.096  C2 1.210
10 H 20.618 12.710 4.420  N5 1.099
11 H 23.291 12.037 2.846  C6 1.136
12 H 21.684 11.051 3.039  C6 1.057
13 H 22.494 10.810 4.256  C6 1.248
14 C 26.150 7.675 1.026  C15 1.556, H19 1.146, H20 1.061, H21 1.004
15 C 25.419 6.431 0.444  C14 1.556, O16 1.210, N17 1.381
16 O 25.648 6.112 -0.701  C15 1.210
17 N 24.472 5.832 1.251  C15 1.381, C18 1.520, H22 0.998
18 C 23.644 4.695 0.674  N17 1.520, H23 1.073, H24 1.052, H25 1.031
19 H 27.213 7.545 0.619  C14 1.146
20 H 26.254 7.699 2.082  C14 1.061
21 H 25.684 8.548 0.857  C14 1.004
22 H 24.012 6.410 1.922  N17 0.998
23 H 23.383 3.925 1.374  C18 1.073
24 H 24.256 4.040 0.124  C18 1.052
25 H 22.850 5.073 0.135  C18 1.031
26 C 19.328 8.922 3.016  C27 1.495, H31 1.055, H32 0.994, H33 1.120
27 C 19.668 8.999 1.562  C26 1.495, O28 1.193, N29 1.325
28 O 18.836 9.245 0.743  C27 1.193
29 N 20.911 8.735 1.187  C27 1.325, C30 1.497, H34 1.044
30 C 21.420 8.621 -0.216  N29 1.497, H35 1.098, H36 1.079, H37 1.255
31 H 18.412 8.509 2.696  C26 1.055
32 H 19.354 9.767 3.539  C26 0.994
33 H 19.810 8.126 3.640  C26 1.120
34 H 21.651 8.616 1.914  N29 1.044
35 H 21.120 9.499 -0.804  C30 1.098
36 H 20.924 7.846 -0.780  C30 1.079
37 H 22.601 8.427 -0.594  C30 1.255

These are the natural (NBO) partial charges, in e, on atoms 1 to 6: -0.921, -0.686, 0.641, -0.686, -0.599, -0.471



(b)
The following is a quantum chemistry calculation of a cluster of 4 separate species, C9H21BrN3O3 in total, from OMol25.

Values from the calculation:
**Highest occupied orbital energy**: -5.60 eV
**E_LUMO**: 3.173 eV
**Kohn-Sham gap**: 8.77 eV
**Total charge**: -1

Bonds (Å) are listed after each position.
CARTESIAN COORDINATES (ANGSTROEM)
1 Br -0.976 -0.524 -0.725  no bonds
2 C 0.537 -2.725 2.338  C3 1.476, H7 0.999, H8 1.247, H9 0.979
3 C 0.525 -1.399 2.987  C2 1.476, O4 1.272, N5 1.300
4 O 1.032 -1.308 4.150  C3 1.272
5 N -0.241 -0.412 2.628  C3 1.300, C6 1.460, H10 1.121
6 C -0.278 0.894 3.280  N5 1.460, H11 1.158, H12 1.014, H13 1.074
7 H -0.329 -3.221 2.303  C2 0.999
8 H 1.365 -3.550 2.773  C2 1.247
9 H 0.731 -2.788 1.380  C2 0.979
10 H -0.637 -0.543 1.588  N5 1.121
11 H -1.367 0.994 3.661  C6 1.158
12 H 0.002 1.606 2.615  C6 1.014
13 H 0.428 0.981 4.085  C6 1.074
14 C 2.742 0.733 1.059  C15 1.536, H19 0.959, H20 1.042, H21 1.126
15 C 3.408 -0.522 0.475  C14 1.536, O16 1.162, N17 1.447
16 O 4.568 -0.560 0.416  C15 1.162
17 N 2.513 -1.426 -0.214  C15 1.447, C18 1.446, H22 1.021
18 C 2.957 -2.517 -1.052  N17 1.446, H23 1.145, H24 1.127, H25 0.990
19 H 1.967 0.915 0.524  C14 0.959
20 H 3.543 1.383 0.912  C14 1.042
21 H 2.536 0.787 2.165  C14 1.126
22 H 1.537 -1.186 -0.032  N17 1.021
23 H 4.060 -2.780 -0.893  C18 1.145
24 H 2.732 -2.348 -2.143  C18 1.127
25 H 2.357 -3.285 -0.880  C18 0.990
26 C -4.451 1.225 -1.884  C27 1.496, H31 1.009, H32 0.918, H33 0.963
27 C -3.650 2.062 -2.830  C26 1.496, O28 1.140, N29 1.365
28 O -4.086 2.998 -3.313  C27 1.140
29 N -2.389 1.600 -3.077  C27 1.365, C30 1.466, H34 0.924
30 C -1.477 2.545 -3.728  N29 1.466, H35 1.020, H36 1.142, H37 0.989
31 H -4.076 0.320 -1.643  C26 1.009
32 H -5.346 1.121 -2.062  C26 0.918
33 H -4.464 1.600 -0.997  C26 0.963
34 H -1.928 1.009 -2.537  N29 0.924
35 H -0.596 2.052 -3.873  C30 1.020
36 H -1.362 3.341 -2.917  C30 1.142
37 H -1.885 2.923 -4.546  C30 0.989

These are the natural (NBO) partial charges, in e, on atoms 1 to 6: -0.903, -0.667, 0.633, -0.715, -0.625, -0.404



Stability, highest: (a)



(a)
The following is a quantum chemistry calculation of the molecule C2H7N3O, from OMol25.

Values from the calculation:
**Highest occupied orbital energy**: -9.23 eV
**E_LUMO**: 0.782 eV
**SMILES**: [H]/N=C(\N)NOC
**Kohn-Sham gap**: 10.01 eV
**Total charge**: 0

Bonds (Å) are listed after each position.
CARTESIAN COORDINATES (ANGSTROEM)
1 H -0.173 -2.360 -0.774  N2 1.042
2 N -0.509 -1.467 -0.355  H1 1.042, C3 1.293
3 C 0.467 -0.634 -0.511  N2 1.293, N4 1.403, N5 1.401
4 N 1.768 -0.834 -0.996  C3 1.403, H8 1.025, H9 0.990
5 N 0.381 0.652 0.038  C3 1.401, O6 1.385, H10 1.023
6 O -0.899 1.155 0.201  N5 1.385, C7 1.409
7 C -1.310 0.962 1.535  O6 1.409, H11 1.084, H12 1.101, H13 1.102
8 H 1.862 -1.495 -1.773  N4 1.025
9 H 2.334 -0.031 -1.114  N4 0.990
10 H 0.904 1.374 -0.466  N5 1.023
11 H -1.273 -0.085 1.810  C7 1.084
12 H -2.292 1.461 1.557  C7 1.101
13 H -0.592 1.482 2.190  C7 1.102

These are the natural (NBO) partial charges, in e, on atoms 1 to 6: 0.331, -0.734, 0.546, -0.841, -0.356, -0.378



(b)
The following is a quantum chemistry calculation of the molecule C2H7N3O, from OMol25.

Values from the calculation:
**Highest occupied orbital energy (spin up / spin down)**: -7.14 / -7.15 eV
**E_LUMO (spin up / spin down)**: 0.843 / 0.844 eV
**Kohn-Sham gap (spin up / spin down)**: 7.99 / 7.99 eV
**Total charge**: 0

Bonds (Å) are listed after each position.
CARTESIAN COORDINATES (ANGSTROEM)
1 C 1.239 0.755 -0.014  C2 1.484, N3 1.323, H9 1.077
2 C 1.740 -0.620 -0.259  C1 1.484, H11 1.091, H12 1.093, H13 1.090
3 N -0.042 1.020 -0.205  C1 1.323, N6 1.310, H8 1.030
4 O -2.947 -0.754 0.165  N5 1.406, H7 0.970
5 N -2.007 0.260 0.419  O4 1.406, N6 1.401, H10 1.049
6 N -0.909 0.064 -0.429  N3 1.310, N5 1.401
7 H -2.481 -1.436 -0.343  O4 0.970
8 H -0.412 1.914 0.148  N3 1.030
9 H 1.914 1.588 0.086  C1 1.077
10 H -1.670 0.128 1.404  N5 1.049
11 H 0.924 -1.316 -0.058  C2 1.091
12 H 2.052 -0.775 -1.295  C2 1.093
13 H 2.599 -0.829 0.379  C2 1.090

These are the natural (NBO) partial charges, in e, on atoms 1 to 6: -0.011, -0.681, -0.237, -0.566, -0.207, -0.325



Stability, highest: (a)